Here is 3 unconnected molecules or ions with the total composition C15H17ClN3O4P from OMol25. Energies are from the ωB97M-V functional and the def2-TZVPD basis.

```
41
Properties=species:S:1:pos:R:3:forces:R:3:nbo_charge:R:1
H -3.0728 2.5509 -0.7542 0.069 0.010 -0.019 0.23
H 1.4294 -3.0438 -1.4823 0.099 0.255 -0.913 0.24
H -1.4711 -4.2259 -1.9866 -0.006 0.729 -0.126 0.26
N -3.3788 -3.3117 -3.8650 0.573 0.347 1.193 -0.57
N 1.4200 3.5479 -0.9003 0.254 -0.043 -0.111 0.52
C 1.0219 -0.2414 1.4772 0.044 0.048 0.120 -0.23
C -2.2666 3.1971 -0.4301 0.089 0.156 0.115 -0.21
H 2.0411 -1.8388 -2.7248 -0.623 -0.597 0.263 0.26
C -3.0281 -2.8012 -2.7450 0.539 -0.788 -0.408 0.12
C 0.0517 3.8012 -0.4490 -0.710 0.116 0.250 0.08
O 2.2080 -4.2364 3.6252 0.039 0.016 0.077 -0.37
N 1.7488 -3.7140 2.6318 0.035 -0.238 0.010 0.53
C 1.3696 -2.7171 -2.5516 0.085 0.337 0.635 -0.97
C -1.4945 5.0854 0.8550 -0.033 -0.182 -0.122 -0.21
H 1.4018 1.5833 2.5421 0.015 -0.052 -0.010 0.22
C -0.1980 4.8620 0.4123 0.052 0.119 0.104 -0.21
H 2.4051 0.4470 4.4956 -0.001 -0.064 -0.023 0.22
H 0.5853 0.2581 0.6203 0.032 -0.060 -0.003 0.23
C -2.5259 4.2516 0.4377 0.017 -0.006 -0.005 -0.18
P -0.3496 -2.2530 -3.1342 -0.064 -0.429 -1.023 0.82
H 1.7503 -3.5152 -3.2374 -0.570 0.485 0.615 0.25
H -0.7809 2.1457 -1.5553 0.171 0.152 0.078 0.25
H -3.5358 4.4240 0.7912 0.051 -0.002 -0.027 0.22
O 1.3457 -4.3221 1.6596 -0.041 0.011 -0.115 -0.39
H 2.5768 -2.0093 4.5447 -0.064 -0.140 -0.135 0.25
C 1.4823 0.5024 2.5572 0.012 -0.029 0.026 -0.16
C -1.6488 -3.1320 -2.0575 -0.530 1.740 0.452 -0.80
C 2.1406 -1.5205 3.6839 0.057 0.017 0.142 -0.19
H -2.6113 -3.9291 -4.1635 -0.312 0.069 -0.247 0.32
H 0.7555 -2.1950 0.6501 0.050 -0.112 0.149 0.23
H -1.6376 -2.6345 -1.0520 0.046 -0.807 -0.605 0.24
C 1.6707 -2.2539 2.6020 -0.050 0.717 -0.003 0.00
O 2.2982 4.2729 -0.4793 0.015 0.089 0.075 -0.38
C 2.0447 -0.1355 3.6573 -0.100 -0.055 -0.210 -0.21
Cl -0.6716 -0.1993 -2.6430 0.277 -1.061 0.361 -0.34
C -0.9735 2.9688 -0.8800 -0.025 -0.117 -0.076 -0.21
C 1.1167 -1.6250 1.4953 -0.070 0.007 -0.128 -0.14
H -3.7180 -2.0877 -2.2546 0.514 -0.376 -0.165 0.18
O 1.6005 2.6235 -1.6660 -0.061 -0.092 -0.029 -0.37
H -1.7012 5.9073 1.5287 0.049 -0.026 -0.037 0.22
H 0.5994 5.5134 0.7443 0.075 -0.144 -0.124 0.25
```
Forces are in eV/Å.

## Properties
Structure (SMILES): O=[N+]([O-])c1ccccc1.O=[N+]([O-])c1ccccc1.[H]/N=C\CP(C)Cl
E, eV: -50296.5073
Lowest unoccupied orbital energy, eV: -0.631
Kohn-Sham gap, eV: 8.393
HOMO, eV: -9.024


Here is a molecular structure, C42H112F6N9O16S2Ti from OMol25. Energies are from the ωB97M-V functional and the def2-TZVPD basis.

```
188
Properties=species:S:1:pos:R:3:forces:R:3:mulliken_spin:R:1
H -3.6962 -1.3721 -3.4288 0.053 0.398 0.055 -0.04
H 4.1624 -6.1466 5.5105 -0.112 -0.222 -0.231 0.00
H 2.6222 -3.6077 -5.3874 0.061 -0.256 -0.098 0.00
C -4.4124 -1.9567 -1.4426 0.721 -0.488 -1.731 -0.50
H -2.3788 -0.3908 -7.1425 -0.160 0.138 -0.585 0.00
H -4.9768 -3.9235 -1.3574 -0.054 -0.476 -0.919 0.46
N 4.5633 -2.1074 3.4176 0.463 1.242 -0.349 0.00
H -0.5307 -2.7002 2.5178 -0.410 0.500 -0.781 0.06
H 0.4457 7.3671 1.6766 0.604 0.075 0.837 0.00
H 3.9112 6.4732 1.4144 0.204 -0.148 0.007 0.00
H -4.9941 -4.0603 6.5283 -0.118 0.120 -0.260 0.00
H 2.5946 -4.4963 4.3325 -0.325 -0.372 0.464 0.00
H -0.9272 5.3166 3.2831 -0.174 0.158 0.355 0.00
H -3.4272 -5.5427 -1.4356 -0.410 -0.006 -0.255 0.18
O 0.2547 0.1905 1.1139 -1.016 -0.529 -1.046 0.02
H 3.3324 8.0971 1.6203 -0.331 0.103 -0.114 0.00
H 0.0581 3.2148 1.0285 -0.176 0.055 -0.278 0.00
C -2.4870 0.3375 -6.3389 0.704 -1.805 0.378 -0.02
H -4.3655 0.5627 -0.2518 0.124 -0.352 -0.558 0.00
H 2.4191 -1.2462 -4.9596 -0.175 -0.334 -0.387 0.00
H -0.4825 -0.3296 -5.5589 -0.704 -0.280 0.525 0.00
H 10.2584 -0.1977 -2.0138 0.107 -0.701 0.976 0.00
C 1.0337 3.3472 1.4962 -0.687 -0.215 0.593 0.00
F -1.3325 0.2533 -2.2197 -0.004 -0.177 -0.410 0.03
C -1.1599 -2.3795 3.3480 0.065 -0.768 0.556 0.04
C 1.9581 5.8995 -3.4020 -0.226 -0.644 0.452 0.00
H 0.9811 5.2243 -0.3022 -0.178 -0.458 -0.334 0.00
H 0.8731 -4.7755 2.2894 0.140 -0.072 -0.134 0.00
C 1.6116 1.5497 -4.3380 0.967 0.226 -0.018 0.00
S 0.8128 -1.9413 -0.5532 4.560 -3.865 -0.629 0.28
H 0.7162 -6.5616 2.3077 -0.197 -0.078 0.568 0.01
H 6.4719 -2.0784 -0.1730 -0.465 -0.548 -0.483 0.00
C 3.1855 -1.7803 -4.3979 0.788 -1.798 -0.160 0.00
C -1.9025 2.8723 4.4472 0.280 -1.948 -0.423 0.00
H -3.6627 -1.3357 -0.9523 -0.497 0.289 0.655 0.14
O -6.6268 4.1569 -3.2403 0.699 0.302 0.065 0.00
H -4.2348 -2.9538 2.1676 -0.117 -0.254 0.211 -0.02
H 8.8869 0.2207 -2.8152 -0.639 0.225 -0.241 0.00
C -3.2243 6.3348 2.7930 -0.849 0.596 0.206 0.00
C -1.3418 -6.7052 0.8643 -0.663 0.580 0.170 0.31
H -4.2987 3.0138 -2.1024 -0.188 0.091 -0.008 0.00
H -5.8381 1.3744 -0.7920 -0.344 -0.275 -0.337 0.00
H 4.0743 -1.3743 3.9111 0.080 0.494 0.050 0.00
H -0.9387 4.7690 -1.9176 0.914 -0.244 0.805 0.00
H 0.9428 2.8958 2.4842 0.072 0.300 0.099 0.00
H 3.0968 3.8932 -2.2166 0.609 0.079 0.016 0.00
C -2.7178 -6.4424 0.2442 0.341 0.325 0.177 -0.77
C 2.3106 3.5336 -2.8805 0.863 0.429 0.119 0.00
F -2.1942 1.7412 -0.9647 0.379 0.432 0.283 0.00
H 4.3534 -3.7846 1.2017 0.455 0.033 0.092 0.00
Ti -2.0455 -3.5922 0.0754 -0.595 -0.273 -0.072 -0.50
H -6.5858 2.1487 -2.9508 -0.002 -0.312 -0.076 0.00
H -3.0906 -0.1938 -5.6030 -0.154 0.053 0.336 0.02
H 4.5010 -1.3511 -1.2596 -0.665 -0.137 -0.031 0.00
C 3.2392 -3.6404 4.5324 -0.619 -2.305 -0.500 0.00
H -6.0974 2.6748 -4.5652 -0.104 -0.092 -0.147 0.00
C 9.2431 0.1291 -1.7892 0.139 0.686 -1.265 0.00
N -0.7016 -1.8829 -0.4349 -3.231 1.221 1.102 0.15
O -0.7457 -5.4917 1.3599 -2.025 -0.237 -0.951 0.29
O -0.8770 3.8071 4.4620 0.258 1.174 0.844 0.00
H -2.5368 3.1006 3.5907 0.247 -0.210 -0.328 0.00
H 1.9681 0.9529 -5.1775 0.167 0.331 -0.271 0.00
N -3.2326 -2.8364 2.1228 0.847 1.133 -2.137 0.76
C 3.0022 7.0614 1.5405 2.300 0.142 1.603 0.00
C 0.8514 -3.5029 -1.7499 -0.432 2.352 3.386 0.49
H 4.1014 -3.9128 -4.4582 -0.253 0.357 0.672 0.00
H -2.7726 -8.4490 -0.5247 0.140 -0.041 -0.139 0.03
O -6.0769 -0.6937 -0.2487 -0.033 1.965 1.478 -0.07
H 1.0588 0.8068 -3.7629 0.000 0.329 0.532 0.00
H 2.6697 -2.9231 5.1233 0.116 0.283 -0.058 0.00
O 4.3947 -4.1067 5.3043 -0.635 0.244 -0.135 0.00
H -2.6893 -2.5618 -2.6615 -0.008 0.004 0.410 0.14
H 2.5918 6.0404 -2.5264 0.418 0.259 -0.139 0.00
C 0.5675 -5.6545 1.7219 1.466 -0.389 0.372 0.14
F -0.0083 1.6235 -1.2406 0.330 1.010 -0.114 0.01
F 0.2782 -4.5442 -1.1202 0.078 -0.443 -0.216 -0.02
H 1.2241 -5.8217 0.8681 0.098 0.440 -0.332 0.01
H 0.1456 7.1832 0.2214 -0.326 0.526 -0.748 0.00
H 3.1736 -5.2441 6.6094 0.215 0.312 0.496 0.00
H 9.3135 1.1393 -1.3858 -0.094 0.165 0.278 0.00
C 2.0475 6.7787 0.4857 -1.223 1.373 0.877 0.00
H 1.4930 3.4179 -2.1689 -0.626 -0.434 -0.330 0.00
C -5.4487 0.5967 -0.1350 0.617 -0.256 0.413 0.01
H -2.0466 0.8141 4.0299 0.165 -0.585 0.350 0.00
H -2.4802 5.1707 -1.8905 -0.912 0.262 0.198 0.00
O 8.4429 -0.7217 -1.0401 -1.541 -0.309 0.318 0.00
H -1.4555 -7.4159 1.6828 0.119 -0.082 0.195 0.03
H 5.0855 -2.5919 4.1337 0.935 0.499 0.145 0.00
H -0.4696 1.0464 -6.5106 -0.104 0.575 0.073 0.00
H -0.5202 1.4525 3.5224 -0.092 0.207 -0.178 0.01
H -3.3116 -5.7947 0.8892 -0.186 -0.124 0.441 -0.65
H -6.5502 -2.1685 -1.4645 0.057 -0.271 0.091 -0.12
C -4.0336 -3.6071 6.7732 1.274 -0.415 -0.575 0.03
C -3.4316 -7.7243 -0.0465 -0.665 -0.912 0.391 0.43
H 0.9312 2.3284 -4.6826 0.078 -0.115 -0.131 0.00
H -2.6069 2.8719 5.2790 0.233 0.425 0.565 0.00
C -2.2767 6.6634 0.4617 0.535 -0.290 0.938 0.00
O -2.1449 -0.2205 1.0882 -0.028 -0.597 -0.979 0.00
H -6.1301 -0.7638 -2.3074 0.547 0.547 -0.273 0.04
C 3.6004 -3.1241 3.1149 0.873 -1.344 1.127 -0.01
H -0.6808 1.1111 5.2031 -0.471 0.192 0.397 0.00
N 0.8611 7.6137 0.7896 -0.172 -0.431 -1.267 0.00
H 4.0231 -1.3192 0.4789 0.229 -0.372 -0.046 0.00
H 3.7638 -5.0908 2.1970 -0.368 -0.111 -0.149 0.00
H 2.5771 6.7479 2.4939 0.013 0.148 0.125 0.00
H 4.3221 0.1308 -0.3865 0.415 0.234 0.166 0.00
O 1.5100 -0.8934 -1.2734 -0.770 -0.232 0.144 -0.02
H -0.3645 3.6264 5.2533 0.299 0.220 0.032 0.00
S -0.8993 -0.2928 0.3362 0.027 2.205 1.890 0.62
H -4.1638 -2.6291 7.2365 -0.076 0.271 -0.302 0.00
C -1.1198 0.9544 -1.1078 -0.635 -1.382 0.277 0.12
H -4.2787 1.6929 -3.2668 -0.068 -0.152 0.076 0.00
H 2.4427 7.0495 -0.4934 -0.093 0.108 -0.151 0.00
H 5.0193 -5.4044 6.7996 -0.321 0.512 0.312 0.00
C 4.6751 -0.8954 -0.2849 -1.026 -0.019 -1.656 0.00
C 6.1211 -1.0557 -0.0348 1.746 -0.261 0.272 0.00
H -4.2890 -7.5705 -0.7017 0.063 0.211 -0.124 0.05
H 6.6136 -0.1991 -2.0385 0.107 -0.374 -0.162 0.00
C 1.7700 5.3280 0.4428 -0.679 -1.209 -1.086 0.00
C 2.7912 2.1879 -3.5291 -1.639 -0.652 1.554 0.00
C -1.6785 5.0389 -1.1639 -0.929 0.009 -1.710 0.00
H -3.9136 3.2846 -3.8234 0.048 0.237 0.126 0.00
H 7.0529 0.7536 -0.6072 0.057 0.428 -0.178 0.00
N -4.3727 -3.2843 -0.8608 0.224 0.126 2.171 0.65
C -2.1668 5.8659 1.8259 -0.634 0.311 -0.786 0.00
C -1.2391 1.4768 4.3413 -0.964 0.252 -1.101 0.00
O -3.1027 -3.6140 5.6627 -0.451 0.319 0.429 0.00
H -2.0063 4.2151 -0.5299 0.582 0.094 0.346 0.00
C 4.1596 -5.2604 6.1451 0.051 0.200 -1.665 0.00
H 2.7021 -2.7799 2.6023 0.064 0.198 0.075 0.00
H 2.7565 -2.0361 -3.4291 -0.038 0.263 0.159 0.00
H -4.5152 -3.3277 4.2477 -0.119 0.258 -0.504 0.00
C 7.0360 -0.2488 -1.0349 0.410 0.097 1.824 0.00
H -0.1808 5.5439 1.9413 0.028 0.131 -0.132 0.00
N 3.2092 1.1838 -2.4866 0.425 0.989 -0.914 0.00
H 2.5259 0.8889 -1.8038 -0.538 0.020 -0.233 0.00
H -3.3088 6.5851 0.1201 -0.178 0.000 -0.149 0.00
H -7.5244 4.0109 -2.9328 0.111 -0.089 -0.044 0.00
C -2.5130 -3.1067 3.3153 -0.711 -2.030 2.441 -0.29
H -5.4892 0.9931 0.8796 -0.765 -0.428 0.201 0.00
C -5.8346 -1.3469 -1.4351 0.465 -0.985 -0.808 0.38
H -3.5451 -1.8431 4.6763 -0.608 0.322 0.251 0.01
H 3.7247 2.3512 -4.0676 -0.399 0.268 -0.540 0.00
H 5.6544 -1.3066 1.9265 -0.212 -0.092 0.236 0.00
H 0.9609 6.1940 -3.0751 -0.421 -0.363 0.093 0.00
H -3.1538 5.8511 3.7672 0.002 -0.490 -0.160 0.00
C 3.5702 -3.1781 -5.0634 -0.402 1.378 -0.056 0.00
N -0.9177 5.9523 2.4983 0.918 0.660 0.071 0.00
C -6.0088 2.8921 -3.5008 -0.655 -0.394 0.231 0.00
O -3.1348 1.5233 -6.7359 0.423 0.383 -0.024 0.00
H 1.7357 2.7124 0.9555 0.462 0.559 -0.271 0.00
N -2.5326 -5.6927 -0.9913 0.977 0.471 0.163 0.65
H -1.2311 -1.2964 3.4474 -0.040 -0.046 -0.347 0.01
H -4.2337 6.2258 2.3963 -0.116 -0.226 0.041 0.00
O 4.3106 -0.9447 -4.2591 0.369 -0.548 -0.419 0.00
C -4.5504 2.7392 -3.1268 0.197 0.376 -0.239 0.00
H -3.1268 7.3856 3.0656 0.306 0.253 -0.361 0.00
H -0.4863 -2.7370 4.1268 -0.564 -0.033 0.762 0.00
H -0.7394 -7.1674 0.0823 0.457 0.030 -0.036 -0.01
F 0.1678 -3.2316 -2.8144 -0.303 -0.097 -1.726 0.03
F 2.1016 -3.7858 -1.9601 1.057 -0.588 -0.869 -0.01
C 4.3340 -4.1622 2.2240 -1.340 -0.419 0.502 0.00
N 6.3051 -0.7584 1.3823 1.334 0.914 -0.438 0.00
H -1.9974 -6.3086 -1.5864 0.194 0.184 -0.557 -0.06
O 2.0508 4.5505 -3.8488 -0.158 -0.232 -0.486 0.00
H 7.2286 -1.0833 1.6306 0.244 0.116 0.358 0.00
H -2.3388 4.8098 1.6181 -0.591 -0.328 -0.483 0.00
H 5.2914 -4.4990 2.6215 0.229 0.640 -0.097 0.00
C -3.7250 -2.2393 -2.7690 -0.318 0.871 -1.755 0.15
H -3.0453 -1.8539 1.9829 -0.479 0.553 -0.748 -0.01
H -2.3677 -4.1855 3.3708 0.624 -0.226 -0.152 -0.02
C -1.0833 0.5590 -5.7529 -0.894 0.998 -0.883 0.01
H -4.2129 -2.9944 -3.3854 -0.283 -0.255 0.271 0.02
H -1.9991 7.7126 0.5621 -0.334 0.102 0.606 0.00
H -1.2604 1.2109 -4.8974 0.757 -0.127 0.175 0.00
O 1.4756 -2.4438 0.6549 -0.384 0.344 -0.945 0.04
H 3.9874 1.5598 -1.9639 0.233 0.023 0.069 0.00
H 3.9950 -0.1693 -3.7892 -0.103 0.519 0.687 0.00
H 2.1827 6.5833 -4.2206 0.444 -0.264 -0.006 0.00
H -3.5431 -4.2400 7.5129 -0.127 -0.030 0.054 0.00
H -4.8966 -3.2626 0.0024 -0.087 0.031 0.841 0.11
O -1.3783 6.2696 -0.5660 0.133 -0.814 0.366 0.00
H 2.6601 4.8227 0.0681 0.182 -0.348 0.049 0.00
H -4.0142 1.2878 -7.0405 -0.017 0.013 -0.003 0.00
H 4.2296 -3.0783 -5.9255 -0.232 0.431 -0.248 0.00
H -3.8533 -8.1997 0.8391 0.164 -0.023 0.253 0.12
O 1.3171 4.7370 1.6510 1.375 -0.572 -0.322 0.00
C -3.5350 -2.9170 4.4898 1.518 0.192 0.793 0.06
```
Forces are in eV/Å.

## Properties
<S²>: 6.01
Charge: -1
E, eV: -152621.2720
Multiplicity: 5
Lowest unoccupied orbital energy (spin up / spin down), eV: 1.885 / 1.870
Kohn-Sham gap (spin up / spin down), eV: 2.573 / 8.515
HOMO (spin up / spin down), eV: -0.688 / -6.645


How do the records compare in F_max? In the order shown, they have 1.9; 6.0 eV/Å.